Density functional theory data (ωB97M-V with the def2-TZVPD basis set) for a gas-phase ion, C4H12N2 (charge -1) at a distorted geometry.

Structure (ORCA input):
```
! RIJCOSX wB97M-V def2-TZVPD def2/J DEFGRID3
* xyz -1 2
H -0.21 -1.77 0.59
H -2.47 1.28 0.78
H 2.65 0.82 -1.35
H -1.44 1.55 -0.63
C -0.47 -0.71 0.46
C -2.21 0.91 -0.22
H -0.55 -0.35 1.50
N 2.98 0.25 -0.59
H 0.53 0.87 -0.41
H 3.65 0.79 -0.07
H -1.80 -1.04 -1.20
N 0.66 -0.12 -0.23
H 2.14 -1.43 0.39
H 2.12 0.01 1.30
C -1.83 -0.58 -0.22
H -3.17 1.04 -0.73
C 1.98 -0.37 0.25
H -2.56 -1.15 0.37
*
```

- Relative energy (zero: lowest compared OMol25 entry of this formula, charge and spin): 52.20 kJ/mol
- ⟨S²⟩: 0.750
- HOMO energy (alpha / beta): 1.500 / -4.821 eV
- LUMO (alpha / beta): 4.2 / 4.2 eV
- HOMO-LUMO gap (alpha / beta): 2.71 / 9.06 eV

***

Density functional theory data (ωB97M-V with the def2-TZVPD basis set) for a molecular structure, C4H4I2O at a distorted geometry.

Structure (ORCA input):
```
! RIJCOSX wB97M-V def2-TZVPD def2/J DEFGRID3
* xyz 0 1
H 1.28 -1.76 0.09
I 2.61 1.97 -0.62
O -0.38 0.79 0.86
C -0.58 2.07 0.74
H -0.78 -0.72 -0.47
C 0.01 0.03 -0.32
H 0.06 0.70 -1.18
C 1.31 -0.70 -0.14
H -0.93 2.37 1.75
C 2.49 -0.12 -0.28
I 4.36 -1.03 0.00
*
```

- Relative energy (zero: lowest compared OMol25 entry of this formula, charge and spin): 263.87 kJ/mol
- HOMO energy: -8.442 eV
- LUMO: -0.1 eV
- HOMO-LUMO gap: 8.30 eV

***

Density functional theory data (ωB97M-V with the def2-TZVPD basis set) for a molecular structure, C13H24N6OTlV at a distorted geometry.

Structure (ORCA input):
```
! RIJCOSX wB97M-V def2-TZVPD def2/J DEFGRID3
* xyz 2 1
H 0.61 -3.42 -2.26
N 2.08 -0.41 0.70
H 2.42 3.69 -0.36
H 0.89 -2.46 1.40
N -0.20 1.58 -0.66
H 1.02 -4.49 -0.90
Tl 0.90 0.70 -2.83
C -1.58 -3.76 -0.63
H -0.77 -1.86 -2.83
N -0.29 0.04 1.98
H -0.93 3.83 -2.01
H -2.09 1.67 -1.69
N -0.57 -1.48 -0.74
H 1.75 -2.87 -1.00
H -1.79 -3.90 -1.70
H -2.31 -1.78 -1.93
N 0.11 0.82 6.50
C -1.30 -1.34 -2.01
C -0.17 0.34 5.46
C 0.45 2.91 -0.59
C -0.08 3.71 0.62
C 2.92 -0.78 1.50
C -0.33 -0.01 3.16
H 0.03 3.16 1.56
H 0.12 -4.07 1.36
H -2.05 0.65 -0.21
H 2.22 2.07 0.39
H 0.58 3.30 -2.76
O 3.74 -1.15 2.27
C -0.02 -3.01 1.12
H -1.46 -0.30 -2.30
C -1.68 1.59 -0.67
H 0.58 4.73 -1.72
H -1.13 4.00 0.48
H -1.42 -4.76 -0.20
H 0.50 4.64 0.70
H -2.46 -3.32 -0.14
N -0.55 -0.29 4.37
V 0.25 -0.08 0.16
H 2.39 2.25 -1.38
C 0.83 -3.45 -1.18
C 1.95 2.70 -0.47
C -0.34 -2.90 -0.36
H -2.09 2.42 -0.08
C 0.14 3.72 -1.85
H -0.87 -2.63 1.72
*
```

- HOMO energy (alpha / beta): -15.442 / -15.487 eV
- LUMO (alpha / beta): -9.9 / -9.8 eV
- HOMO-LUMO gap (alpha / beta): 5.58 / 5.65 eV

***

Density functional theory data (ωB97M-V with the def2-TZVPD basis set) for a single C24H31FN4O5 molecule at a distorted geometry.

Structure (ORCA input):
```
! RIJCOSX wB97M-V def2-TZVPD def2/J DEFGRID3
* xyz 0 1
C -3.47 -1.17 -0.01
H 1.28 -3.61 -0.22
C -0.30 2.55 -0.11
H 0.84 -3.11 2.67
H -3.47 -2.23 0.08
C -0.31 4.49 1.41
H -1.05 5.06 1.98
C 0.33 0.32 -0.90
N -3.02 0.99 0.41
H 0.66 4.62 1.90
C 1.18 -1.19 1.68
C 1.35 -0.83 -0.71
H -0.03 -3.42 0.97
H 6.48 0.85 -0.55
H -4.55 -0.50 -2.96
H -1.20 2.31 -0.68
H -1.74 2.84 1.49
N 0.52 1.37 -0.10
O -2.10 -2.71 2.02
C 4.50 1.24 -1.26
C -0.67 3.00 1.32
C 3.79 -1.09 0.01
H 1.61 -1.85 3.63
H 1.24 1.29 0.60
H -1.65 -3.42 -3.39
H -1.29 -3.79 -0.89
C -0.52 -1.61 3.46
H 0.36 5.87 -0.15
C -0.59 -2.95 -1.02
C 2.79 -0.36 -0.63
C -4.15 -0.38 -0.89
H 4.77 2.15 -1.77
H -0.19 -2.87 -4.25
C -2.76 -0.24 0.79
H -5.34 -1.75 -1.98
C 0.44 -2.98 0.10
C -0.79 -2.75 -3.35
H 0.31 3.78 -1.82
C -0.22 4.95 -0.04
C -5.06 -0.70 -2.02
H 5.83 -1.27 0.57
C 0.84 -2.05 2.89
H -1.14 -1.71 -3.28
H -5.95 -0.07 -1.97
H 1.48 3.71 -0.49
F 3.50 -2.27 0.60
N 0.94 -1.65 0.44
H -0.44 -0.59 3.85
C 3.18 0.80 -1.28
H -1.22 5.12 -0.45
H -1.41 0.37 2.15
H -0.11 2.42 2.05
O 0.06 -3.07 -2.27
H -1.17 -2.02 -0.98
O -0.57 0.21 -1.71
H 2.45 1.38 -1.82
O -3.88 0.91 -0.63
H 1.27 -1.47 -1.59
O 1.64 -0.07 1.87
H -0.80 -2.28 4.26
C 0.42 3.76 -0.74
C 5.46 0.51 -0.58
C -1.59 -1.67 2.38
N -1.88 -0.46 1.82
C 5.10 -0.67 0.05
*
```

- Relative energy (zero: lowest compared OMol25 entry of this formula, charge and spin): 0.81 kJ/mol
- HOMO energy: -8.914 eV
- LUMO: 0.8 eV
- Structure (SMILES): COCCN(C(=O)CCC(=O)Nc1cc(C)on1)[C@@H](C(=O)NC1CCCC1)c1ccccc1F
- HOMO-LUMO gap: 9.68 eV

***

| no. | calculated total energy (eV) |
| --- | --- |
| 1 | -7320.781 |
| 2 | -22457.345 |
| 3 | -55221.328 |
| 4 | -44306.949 |